(1)
A molecular structure, C36H37N3O6P2PdTe at a distorted geometry, computed with the ωB97M-V functional and the def2-TZVPD basis.

Summary:
* ΔE to the lowest compared entry with this formula, charge and spin: 26.5 kcal/mol
* E_HOMO (alpha / beta): -7.43 / -7.72 eV
* LUMO energy (alpha / beta): 0.5 / -1.3 eV
* multiplicity: 3
* frontier orbital gap (alpha / beta): 7.95 / 6.43 eV

Positions of all 86 atoms, in Å:
Pd: -1.55274 -0.51781 -0.93916
O: -0.85921 -2.62128 -0.54948
C: -1.27071 -2.99741 -1.72419
O: -2.40886 -3.33654 -2.01054
C: -0.18378 -3.01931 -2.78540
C: -0.11348 -4.10825 -3.64325
C: 0.91539 -4.21170 -4.56639
C: 1.88112 -3.21828 -4.64731
C: 1.80184 -2.11255 -3.81529
C: 0.76584 -1.99524 -2.89227
P: 0.66540 -0.53017 -1.80663
C: 1.02194 0.94273 -2.79774
C: 0.93783 0.96959 -4.18615
C: 1.09786 2.16579 -4.87094
C: 1.32766 3.34349 -4.17660
C: 1.38515 3.32891 -2.78918
C: 1.22404 2.13660 -2.10444
C: 2.13972 -0.76250 -0.75265
C: 3.31881 -0.04307 -0.93300
C: 4.43983 -0.33643 -0.16711
C: 4.39775 -1.35731 0.77005
C: 3.22801 -2.08533 0.94403
C: 2.10040 -1.78732 0.19582
H: -0.87424 -4.87404 -3.56845
H: 0.96783 -5.07187 -5.22146
H: 2.69163 -3.30113 -5.35968
H: 2.55160 -1.33308 -3.88700
H: 0.73395 0.06174 -4.73703
H: 1.02941 2.17610 -5.95088
H: 1.44766 4.27532 -4.71396
H: 1.54167 4.24828 -2.24004
H: 1.23666 2.13501 -1.01993
H: 3.36979 0.74672 -1.67043
H: 5.34982 0.23155 -0.31260
H: 5.27487 -1.58901 1.36030
H: 3.19548 -2.89153 1.66644
H: 1.19070 -2.36304 0.31042
C: 3.54061 2.30189 1.88762
C: 2.96075 1.32230 2.87123
C: 2.64596 1.69352 4.17292
C: 2.07873 0.78972 5.06107
C: 1.83266 -0.51687 4.66391
N: 1.22030 -1.41390 5.57276
C: 0.31882 -2.43113 5.34845
O: 0.21832 -3.35981 6.12690
N: -0.44987 -2.38950 4.19665
C: -0.94067 -1.27146 3.49741
C: -1.28361 -0.08172 4.12419
C: -1.68573 0.98718 3.34496
C: -1.76534 0.83465 1.97190
N: -1.49307 -0.32890 1.37813
C: -1.09287 -1.35867 2.11967
C: 2.19637 -0.91640 3.38302
C: 2.73226 -0.00015 2.49695
H: 3.62778 3.29642 2.32380
H: 2.91324 2.37747 0.99714
H: 4.53396 1.98782 1.56144
H: 2.82562 2.71210 4.49654
H: 1.80231 1.10578 6.06032
H: 1.57606 -1.43459 6.51487
H: -0.85716 -3.28634 3.98342
H: -1.22184 0.00455 5.20044
H: -1.93663 1.93676 3.79693
H: -2.04708 1.64600 1.31618
H: -0.88465 -2.27819 1.58566
H: 2.03869 -1.94030 3.07304
H: 2.98734 -0.32638 1.49412
C: -5.21247 -1.45505 -0.02020
C: -5.24268 -0.17782 -0.82273
O: -4.05535 0.58120 -0.50063
P: -3.21134 1.40097 -1.60109
O: -1.99653 1.89607 -0.87138
Te: -2.68975 -0.04195 -3.40819
O: -4.18420 2.55767 -2.09940
C: -4.59492 3.58321 -1.16337
C: -3.65888 4.76841 -1.22939
H: -6.10312 -2.04629 -0.23759
H: -5.18469 -1.24230 1.04897
H: -4.33838 -2.05011 -0.29397
H: -6.10407 0.44797 -0.58116
H: -5.25253 -0.39380 -1.89294
H: -4.63481 3.16021 -0.15663
H: -5.60731 3.85427 -1.45905
H: -2.66085 4.48700 -0.89621
H: -4.03362 5.57163 -0.59253
H: -3.59245 5.13924 -2.25202

(2)
A molecular structure, C36H37N6NiOSSeSi at a distorted geometry, computed with the ωB97M-V functional and the def2-TZVPD basis.

Summary:
* ΔE to the lowest compared entry with this formula, charge and spin: 2.8 kcal/mol
* E_HOMO (alpha / beta): -4.28 / -4.13 eV
* LUMO energy (alpha / beta): 1.4 / 1.4 eV
* total charge: -1
* frontier orbital gap (alpha / beta): 5.70 / 5.56 eV

Positions of all 84 atoms, in Å:
Ni: 0.18317 0.09674 0.08607
C: 1.83701 -2.37425 3.04743
C: 1.56059 -1.49182 1.87778
N: 0.36696 -1.43018 1.31355
N: -0.61027 -2.11851 1.99809
C: -1.61598 -2.82301 1.42633
N: -2.66049 -2.94716 2.31314
S: -1.59794 -3.52656 -0.06133
C: 2.57542 -0.71375 1.24024
C: 3.89500 -0.57888 1.69187
C: 4.78993 0.14575 0.93436
C: 4.38330 0.72547 -0.27329
C: 3.05567 0.61314 -0.62729
N: 2.17345 -0.05328 0.11963
H: 1.26935 -3.30146 2.95724
H: 1.56519 -1.90381 4.00034
H: 2.89432 -2.63091 3.09682
H: -0.69081 -1.90120 2.96950
H: -2.89776 -2.11210 2.83481
H: -3.44965 -3.37978 1.87264
H: 4.19740 -1.02102 2.63471
H: 5.80887 0.27248 1.28248
H: 5.07544 1.26283 -0.91351
H: 2.65736 1.07126 -1.52483
Se: 1.93837 -1.16343 -3.92549
C: 0.70566 -0.82292 -2.67038
N: -0.05845 -0.59592 -1.81350
C: -0.34909 2.31395 4.89915
N: -1.30849 1.53974 4.13008
C: -1.48140 0.21850 4.69480
C: -0.91760 1.50776 2.72528
C: -1.97419 0.98063 1.77416
C: -3.32367 1.19824 2.07709
C: -4.32260 0.86983 1.16752
C: -3.97055 0.34507 -0.07208
C: -2.63100 0.12907 -0.38185
C: -1.63648 0.41468 0.54034
H: -0.66334 2.36301 5.94562
H: -0.28482 3.33167 4.50469
H: 0.66732 1.87664 4.86326
H: -1.85329 0.29091 5.71920
H: -0.52969 -0.35166 4.72141
H: -2.21233 -0.34055 4.10452
H: 0.02786 0.95924 2.59348
H: -0.69673 2.53788 2.44218
H: -3.57506 1.64907 3.03723
H: -5.36725 1.04908 1.41501
H: -4.73773 0.10894 -0.80872
H: -2.35150 -0.27878 -1.34362
O: 0.37614 1.93158 -0.33237
Si: 0.21791 3.51629 -0.22436
C: -1.54700 4.13780 -0.06802
C: -2.07074 4.78444 1.06134
C: -3.40648 5.18610 1.11429
C: -4.24670 4.94231 0.03401
C: -3.75418 4.28089 -1.09048
C: -2.42232 3.88054 -1.13716
C: 1.25135 4.14301 1.22125
C: 2.22654 3.27609 1.73757
C: 3.04346 3.65605 2.80009
C: 2.90084 4.92096 3.37293
C: 1.94960 5.80424 2.86579
C: 1.13958 5.41611 1.79875
C: 0.94656 4.35375 -1.73962
C: 2.21629 3.94729 -2.18288
C: 2.80984 4.51907 -3.30338
C: 2.14361 5.52144 -4.00807
C: 0.88774 5.94534 -3.58489
C: 0.29705 5.36526 -2.46104
H: -1.42969 4.97363 1.92321
H: -3.78978 5.68252 2.00180
H: -5.28649 5.25648 0.07057
H: -4.41248 4.06791 -1.92660
H: -2.05400 3.34716 -2.01712
H: 2.33593 2.28229 1.29946
H: 3.79108 2.96340 3.18245
H: 3.52751 5.21693 4.20866
H: 1.84622 6.79821 3.29411
H: 0.40925 6.12537 1.40884
H: 2.74518 3.15982 -1.64028
H: 3.78821 4.17952 -3.63376
H: 2.60155 5.96687 -4.88603
H: 0.36392 6.72315 -4.13281
H: -0.68802 5.70262 -2.14689

(3)
A molecular structure, C36H37NP2STc at a distorted geometry, computed with the ωB97M-V functional and the def2-TZVPD basis.

Summary:
* ΔE to the lowest compared entry with this formula, charge and spin: 135.7 kcal/mol
* E_HOMO (alpha / beta): -13.68 / -13.70 eV
* LUMO energy (alpha / beta): -8.3 / -8.4 eV
* total charge: +2
* multiplicity: 4
* frontier orbital gap (alpha / beta): 5.39 / 5.33 eV

Positions of all 78 atoms, in Å:
Tc: -0.04700 0.93605 -0.13282
C: -2.15086 1.03460 -2.41157
C: -1.95104 -0.27337 -2.19752
C: -1.18546 -1.12441 -3.15322
C: 0.18552 -0.50843 -3.44077
C: 0.83319 0.13410 -2.25989
C: 0.55430 1.53198 -1.86865
C: -0.13731 2.45467 -2.83143
C: -1.50727 1.96795 -3.36415
C: 1.06260 -0.28790 2.42442
H: -3.13503 1.45695 -2.13050
H: -2.77987 -0.84292 -1.76460
H: -1.73013 -1.27955 -4.10286
H: -1.05544 -2.12092 -2.73506
H: 0.83551 -1.34699 -3.73660
H: 0.10418 0.11513 -4.37354
H: 1.81011 -0.23516 -2.08890
H: 1.45444 2.01621 -1.45600
H: 0.53002 2.67438 -3.67395
H: -0.28467 3.41109 -2.29977
H: -2.11867 2.86563 -3.43483
H: -1.43367 1.57404 -4.40040
H: 0.98101 0.68289 2.94386
H: 1.72933 -0.94927 2.97933
H: 0.02946 -0.69278 2.38741
P: -1.29181 -0.86950 0.40354
P: 1.99867 -0.18704 0.85562
C: 0.02957 -1.96220 -0.26623
C: 1.36622 -1.62970 -0.15470
C: -2.26665 -2.25003 1.14425
C: -2.70530 -3.23062 0.23471
C: -3.53023 -4.25925 0.66189
C: -3.89108 -4.37307 2.00304
C: -3.39255 -3.43899 2.91830
C: -2.60470 -2.37772 2.49703
C: -2.96971 0.36522 0.21632
C: -2.75774 1.74997 0.02654
C: -3.69951 2.74579 0.29196
C: -5.03922 2.33937 0.33097
C: -5.33258 0.93965 0.32842
C: -4.30199 -0.04571 0.37390
C: 3.61776 -1.02066 1.37217
C: 3.47552 -2.35552 1.80897
C: 4.60303 -3.15512 2.06147
C: 5.88850 -2.61640 1.90102
C: 6.03231 -1.28675 1.53037
C: 4.92058 -0.47581 1.26605
C: 2.92078 1.49887 0.43261
C: 2.77062 2.59803 1.31086
C: 3.05153 3.90417 0.88283
C: 3.67623 4.13897 -0.33400
C: 4.06618 3.03813 -1.12875
C: 3.69159 1.71802 -0.74357
H: -0.28311 -2.81773 -0.86258
H: 2.09574 -2.25342 -0.71250
H: -2.37024 -3.14569 -0.80076
H: -3.92008 -4.98724 -0.05397
H: -4.53119 -5.15761 2.35387
H: -3.62426 -3.50235 3.97853
H: -2.24948 -1.58900 3.15574
H: -1.83985 2.11402 -0.50223
H: -3.37698 3.81700 0.34994
H: -5.81383 3.10355 0.31301
H: -6.38043 0.65787 0.27364
H: -4.61456 -1.08533 0.48884
H: 2.47510 -2.77738 1.91793
H: 4.43531 -4.17415 2.39283
H: 6.75247 -3.23839 2.12810
H: 7.04187 -0.85518 1.44866
H: 5.12753 0.56186 0.98534
H: 2.31253 2.42654 2.28977
H: 2.70756 4.73128 1.51648
H: 3.79795 5.17287 -0.68072
H: 4.56643 3.22711 -2.06913
H: 3.98151 0.93624 -1.46048
S: -0.62244 2.56281 1.88608
C: -1.90282 2.03755 2.90309
N: -2.68399 1.53873 3.65695

Number 2 is which compound?
C36H37N6NiOSSeSi

ΔE to the lowest compared entry with this formula, charge and spin of number 1 (C36H37N3O6P2PdTe)?
26.5 kcal/mol

Which of these has the lowest ΔE to the lowest compared entry with this formula, charge and spin?
C36H37N6NiOSSeSi

Which of these has the lowest ΔE to the lowest compared entry with this formula, charge and spin?
C36H37N6NiOSSeSi